[1]
{
  "formula": "C4H13N2O",
  "method": "ωB97M-V/def2-TZVPD",
  "elements": ["O", "N", "N", "C", "C", "C", "C", "H", "H", "H", "H", "H", "H", "H", "H", "H", "H", "H", "H", "H"],
  "xyz": [[0.3531, -1.0193, -0.4052], [1.9961, 0.4025, 0.3070], [-0.5521, 0.9083, 1.4879], [-0.3747, -2.1493, -2.3949], [0.8669, 0.1396, -0.3169], [-0.9124, -1.3978, -1.1043], [-0.3321, 2.1590, 2.1427], [0.2912, 0.9135, -0.9695], [-0.9250, 2.4036, 3.0540], [0.1538, -1.4930, -3.0771], [0.7824, 2.0996, 2.5218], [0.1087, -2.9906, -1.9847], [-1.2876, -0.3943, -1.4240], [2.3291, 1.3831, 0.1780], [-1.2835, -2.4280, -3.1051], [-0.3461, 2.8687, 1.2473], [-1.4415, 0.7041, 1.1142], [-0.4963, 0.1928, 2.2434], [-1.3917, -2.1239, -0.4687], [2.4617, -0.1786, 0.9542]],
  "forces_ev_per_angstrom": [[0.93, -1.35, 1.38], [-0.51, 2.39, -1.96], [0.59, -2.79, 1.91], [-3.90, 1.19, -0.57], [-2.15, 1.07, -1.22], [2.51, 1.28, -3.08], [2.45, 1.48, -0.65], [1.75, -0.78, 1.31], [0.00, 0.05, -1.06], [0.77, 0.02, 0.46], [-2.00, 0.41, -0.71], [0.92, -1.12, -0.39], [-0.91, -1.15, 0.73], [-0.24, -1.41, 0.43], [1.60, 0.08, 1.89], [-0.20, 0.06, 1.97], [-1.55, 0.64, -0.45], [0.23, 0.21, -0.90], [-0.63, 0.61, 0.39], [0.34, -0.91, 0.53]],
  "e_tot_ha": -344.64741,
  "multiplicity": 1,
  "charge": 1,
  "homo_lumo_gap_ev": 10.7,
  "homo_energy_ev": -13.69
}



[2]
{
  "formula": "C21H29N5O3",
  "method": "ωB97M-V/def2-TZVPD",
  "elements": ["O", "O", "O", "N", "N", "N", "N", "N", "C", "C", "C", "C", "C", "C", "C", "C", "C", "C", "C", "C", "C", "C", "C", "C", "C", "C", "C", "C", "C", "H", "H", "H", "H", "H", "H", "H", "H", "H", "H", "H", "H", "H", "H", "H", "H", "H", "H", "H", "H", "H", "H", "H", "H", "H", "H", "H", "H", "H"],
  "xyz": [[1.3678, 2.5344, -2.5307], [-2.3493, -2.9432, -0.8838], [5.0589, -1.1862, -1.6203], [-3.3408, 2.2935, 0.4155], [2.7549, -0.0920, 0.6353], [5.3802, -0.3749, 0.4856], [-4.4347, 0.7466, 1.0300], [0.8007, 1.5104, -0.7488], [1.6773, 1.7240, -1.8212], [3.3166, 0.0076, -0.6838], [-3.4711, 1.4616, 1.4168], [-4.7788, -3.2297, -1.2204], [-0.2431, -3.1118, -0.7501], [3.0924, 1.2165, -1.3658], [2.2414, -1.0829, 1.2704], [0.9849, -2.6896, -0.2442], [-4.0847, 1.9895, -0.6704], [-0.6183, 1.9118, -0.6823], [4.6940, -0.7554, -0.6538], [0.9530, -1.7975, 0.9674], [5.0280, 0.1321, 1.5272], [-4.8729, 0.8818, -0.3178], [3.7035, 0.9386, 1.5709], [-0.2097, -1.1608, 1.2213], [-1.3395, -1.6666, 0.4900], [-0.8520, 2.9906, 0.0592], [-1.3371, -2.5649, -0.3067], [-2.2377, 3.5369, 0.2090], [-3.6130, -2.4791, -0.5327], [-5.8907, -2.8190, -1.0188], [-5.6575, 0.2777, -0.6543], [-0.7958, 2.5016, -1.7189], [-2.4343, 4.0874, 1.3418], [2.2489, -0.9417, 2.3947], [1.8650, -2.9988, -0.4005], [-4.6055, -3.0439, -2.1631], [-0.0647, 3.6774, 0.2513], [-2.0875, -0.9455, 0.8635], [3.9457, 1.6751, 1.0905], [-2.3922, 3.9276, -0.8663], [-3.7165, -1.4905, -0.7034], [3.5820, 2.0501, -0.8163], [3.2935, 1.1133, 2.4258], [-0.6907, 2.1101, 1.2450], [6.2942, -0.6232, 0.2053], [-4.1580, 2.3123, -1.6642], [5.8748, 0.7373, 2.0745], [-2.9436, 1.7683, 2.3181], [3.4556, 0.8998, -2.4307], [-1.2498, 1.0453, -0.7978], [-0.1857, -3.9913, -1.3769], [-3.8340, -2.6206, 0.6658], [5.1227, -0.7514, 2.3537], [2.9871, -1.8860, 1.2930], [1.1844, 0.7618, 0.1488], [-4.8286, -4.3440, -1.1063], [-0.1216, -0.2297, 1.8452], [2.5321, -1.0008, -1.0653]],
  "forces_ev_per_angstrom": [[-0.72, 6.08, -8.43], [-7.98, -3.89, -4.79], [4.50, -4.86, -7.23], [5.05, 6.77, -5.26], [2.49, 11.79, -0.26], [3.82, -5.96, -14.36], [-4.14, -6.39, 1.10], [0.29, -3.89, 4.00], [0.37, -4.67, 10.62], [-4.24, -9.40, 2.28], [-0.25, 1.94, -0.53], [-2.01, -0.71, 4.08], [8.56, -2.90, -1.03], [0.48, 1.62, -5.32], [-0.08, -7.69, 6.08], [-7.69, 3.10, 4.83], [-2.51, -3.11, 0.12], [2.79, -2.46, -10.09], [-5.76, 7.77, 6.16], [1.08, 0.83, -4.52], [-1.52, 3.71, 16.56], [4.21, 3.12, 4.54], [0.09, -12.26, -2.49], [0.23, -0.77, -0.61], [0.47, 13.64, 12.41], [-1.54, 0.05, 11.08], [0.64, -4.38, -3.91], [-2.09, -1.68, 2.11], [-2.52, -3.69, 4.69], [2.81, -0.62, 0.06], [-0.77, -0.44, -0.77], [0.43, -1.86, 0.47], [0.78, -0.63, -4.09], [-0.26, 0.61, -1.00], [6.37, -2.96, -2.04], [0.46, 0.63, -5.49], [0.59, 0.67, -0.45], [-1.08, -1.33, -1.17], [1.51, 8.43, -5.41], [-0.94, 0.39, 2.09], [-0.16, 3.38, -0.64], [-0.08, -0.16, -1.17], [-2.36, 0.75, 5.29], [-0.32, 2.95, -1.35], [1.71, -0.08, 0.98], [0.88, 1.63, -0.85], [-1.30, -0.21, -1.41], [-0.47, -1.11, 0.34], [0.65, 1.50, 1.59], [-0.60, 0.00, 0.87], [-0.61, 0.30, -0.55], [1.03, 0.46, -2.59], [-1.34, 1.60, -0.55], [0.51, -1.24, -0.05], [-1.05, 2.67, -3.44], [0.34, 1.05, 0.31], [-0.98, -1.08, -0.46], [2.24, 2.99, -0.40]],
  "e_tot_ha": -1316.41537,
  "multiplicity": 1,
  "charge": 0,
  "homo_lumo_gap_ev": 8.6,
  "homo_energy_ev": -8.05
}